Entry from the Open Molecules 2025 dataset: a molecular structure, C41H29Cl3F3FeN4O5S2 (ωB97M-V/def2-TZVPD).

The HOMO-LUMO gap (spin up / spin down) comes out at 7.058 / 7.994 eV. As for the expectation value of S²: 8.764. As for the energy relative to the best compared isomer or geometry (same formula, charge and spin): 1.193 eV.

ORCA input file:
```
! RIJCOSX wB97M-V def2-TZVPD def2/J DEFGRID3
* xyz 0 6
Fe 1.00001 1.49908 0.53970
O -0.96667 5.15894 0.26704
S -0.64809 3.75809 0.36397
O -0.25869 3.10787 -0.89750
N 0.44224 3.37116 1.45151
C 1.52938 4.24889 1.60108
C 1.43617 5.49687 2.16245
C 2.57776 6.30691 2.32808
C 3.81546 5.87456 1.94785
C 3.95470 4.59738 1.35708
C 5.19307 4.07794 0.91981
C 5.24827 2.84551 0.33699
C 4.05435 2.11798 0.18049
N 2.88769 2.56938 0.57551
C 2.81120 3.79399 1.17274
C -2.13209 2.90617 0.92147
C -2.19698 2.14120 2.24439
C -3.41872 2.30131 3.03966
C -4.49926 2.92985 2.56222
C -4.46406 3.60303 1.27595
C -3.34873 3.65172 0.54054
H 0.46484 5.85422 2.47485
H 2.46218 7.28642 2.77393
H 4.69339 6.49284 2.08568
H 6.08974 4.67143 1.05357
H 6.18098 2.42023 -0.00509
H 4.05769 1.13268 -0.27174
H -1.26149 2.05774 2.78317
H -3.40605 1.92282 4.05479
H -5.38851 3.02097 3.17269
H -5.34096 4.14621 0.94808
H -3.29876 4.26449 -0.34961
C -0.88874 0.68458 0.59942
C -2.16696 1.38478 0.90420
C -3.38326 0.72735 0.33426
C -3.65398 0.89510 -1.02311
C -4.68191 0.19162 -1.63044
C -5.45291 -0.69381 -0.88488
C -5.18822 -0.86667 0.46579
C -4.15707 -0.15807 1.07220
H -3.04186 1.58339 -1.59689
H -4.88574 0.33546 -2.68422
H -6.26025 -1.24090 -1.35499
H -5.78717 -1.55236 1.05214
H -3.95134 -0.29494 2.12714
F 2.06579 -2.69629 2.49287
C 2.93922 -1.69337 2.25580
F 3.84481 -2.15144 1.37740
F 3.57633 -1.43297 3.39493
C 2.18257 -0.45624 1.71855
O 1.70729 0.32339 2.54138
O 2.09436 -0.35646 0.46023
Cl 3.58062 -7.06282 1.11098
C 2.41283 -6.18605 0.17825
C 2.55176 -4.81976 0.01450
C 1.61173 -4.12759 -0.73314
C 0.54165 -4.78303 -1.33101
C -0.48426 -4.02725 -2.15061
C -1.74713 -3.71562 -1.33852
N -1.46876 -2.70931 -0.32392
C -1.26734 -2.89059 1.02660
C -1.03027 -1.66403 1.55692
N -1.08621 -0.75243 0.52336
C -1.35196 -1.40494 -0.59130
O -0.01421 -2.77577 -2.58632
C 0.88452 -2.80071 -3.68573
C 1.34024 -1.39191 -3.90529
C 1.75341 -0.88726 -5.09879
Cl 1.85233 -1.74583 -6.58486
S 2.17357 0.77276 -5.01379
C 1.79847 0.81392 -3.34395
C 1.38067 -0.39390 -2.88452
C 0.43282 -6.15645 -1.13580
Cl -0.89893 -7.03916 -1.83778
C 1.35114 -6.87205 -0.38883
H 3.38094 -4.30174 0.47138
H 1.71498 -3.05525 -0.85548
H -0.78289 -4.64562 -3.00445
H -2.12535 -4.61262 -0.85319
H -2.51915 -3.31999 -1.99693
H -1.28987 -3.86575 1.47958
H -0.79303 -1.35513 2.55968
H -1.45121 -0.95403 -1.56141
H 0.37779 -3.18634 -4.57680
H 1.73382 -3.46058 -3.46911
H 1.89519 1.73706 -2.79333
H 1.11810 -0.58171 -1.85281
H 1.24297 -7.93855 -0.25674
*
```

=====

Entry from the Open Molecules 2025 dataset: a molecular structure, C41H30CoN3O2P2S2 in a non-equilibrium geometry (ωB97M-V/def2-TZVPD).

The HOMO-LUMO gap (spin up / spin down) comes out at 5.535 / 5.420 eV. As for the expectation value of S²: 0.785. As for the energy relative to the best compared isomer or geometry (same formula, charge and spin): 0.000 eV.

ORCA input file:
```
! RIJCOSX wB97M-V def2-TZVPD def2/J DEFGRID3
* xyz -1 2
Co -0.29494 1.28767 -0.88525
S -1.32659 1.36471 1.47006
P -0.41536 -0.36724 1.17260
C -0.16119 -0.61588 -0.53446
P -1.59881 -1.06818 -1.42883
S -2.80952 0.44139 -1.79102
C -2.46132 -2.45458 -0.61506
C -3.80634 -2.40045 -0.28562
C -4.38181 -3.45700 0.39778
C -3.61365 -4.55159 0.75818
C -2.26923 -4.60286 0.42583
C -1.69195 -3.55680 -0.26329
C -1.04372 -1.88291 -2.96036
C 0.29060 -1.97380 -3.32221
C 0.63323 -2.61871 -4.49671
C -0.34853 -3.17030 -5.30298
C -1.68427 -3.06820 -4.94735
C -2.03128 -2.42677 -3.77522
C 1.27880 -0.37703 1.84091
C 2.31301 -0.90735 1.08290
C 3.59633 -0.93097 1.59497
C 3.84380 -0.43207 2.86295
C 2.80907 0.09112 3.62135
C 1.52527 0.12179 3.11169
C -1.20073 -1.63434 2.23178
C -2.53770 -1.50691 2.58575
C -3.12529 -2.45933 3.39677
C -2.38216 -3.53303 3.85959
C -1.04924 -3.65940 3.50429
C -0.45884 -2.71959 2.68266
H -4.38453 -1.53016 -0.56987
H -5.43253 -3.43040 0.64988
H -4.06243 -5.37484 1.29556
H -1.67297 -5.46015 0.70349
H -0.64294 -3.57411 -0.53169
H 1.05445 -1.51944 -2.70780
H 1.67177 -2.68038 -4.78485
H -0.07297 -3.67594 -6.21695
H -2.44751 -3.48562 -5.59131
H -3.07020 -2.32947 -3.47789
H 2.09523 -1.29025 0.09336
H 4.40453 -1.33622 1.00221
H 4.84795 -0.45067 3.26173
H 3.00730 0.47382 4.61129
H 0.70322 0.53414 3.68218
H -3.09750 -0.64998 2.23335
H -4.16464 -2.36258 3.67594
H -2.84144 -4.27513 4.49807
H -0.46554 -4.49018 3.87394
H 0.58012 -2.81314 2.39748
O 2.39306 0.60073 -3.65100
C 1.73965 0.99925 -2.69237
O 0.46422 1.07793 -2.64726
C 2.46272 1.45802 -1.44227
C 3.85539 1.42053 -1.37730
C 4.49130 1.83536 -0.23507
C 3.71732 2.37058 0.81705
C 4.29120 2.85447 2.00180
C 3.51365 3.43972 2.97226
C 2.14113 3.58420 2.76923
C 1.54355 3.10210 1.62884
C 2.30429 2.44552 0.64732
N 1.69732 1.92524 -0.44881
H 4.38044 1.05829 -2.24647
H 5.56631 1.79021 -0.13549
H 5.36140 2.76567 2.13117
H 3.96451 3.79239 3.88951
H 1.53681 4.07096 3.51993
H 0.48210 3.21252 1.47093
N -2.47648 8.03232 -2.70296
C -2.15902 6.96517 -2.39647
C -1.74763 5.68745 -2.01986
C -0.43097 5.25089 -2.26937
C -0.03489 4.01467 -1.83694
N -0.83892 3.16363 -1.16765
C -2.10559 3.56967 -0.95449
C -2.59793 4.78448 -1.35269
H 0.26330 5.89425 -2.78784
H 0.98027 3.68829 -2.01564
H -2.74373 2.88364 -0.41624
H -3.62177 5.05113 -1.14168
*
```

=====

| no. | E (Eh) |
| --- | --- |
| 1 | -5915.25469 |
| 2 | -4757.15905 |